15
Properties=species:S:1:pos:R:3:mulliken_charge:R:1 method="wB97M-V/def2-TZVPD" homo_ev=-9.121 smiles=N#CN[C@H]1NCCS1 e_tot_ha=-719.024910 total_charge=0 homo_lumo_gap_ha=0.35680 lumo_energy_ev=0.5882 e_above_lowest_kj_mol=203.9
S 0.88 1.63 -0.44 -0.1933
N 0.37 -0.51 0.97 -0.4169
N -1.68 0.89 0.59 -0.2809
N -2.70 -0.74 -0.93 -0.4882
C 0.69 -1.00 -0.36 -0.5826
C -0.12 0.82 0.84 -0.1567
C -2.28 0.11 -0.29 0.4014
C 1.60 0.05 -0.91 -0.6496
H 1.37 -1.86 -0.36 0.3729
H 2.48 -0.07 -0.39 0.3290
H 0.13 1.34 1.83 0.4107
H -2.16 1.72 0.92 0.2468
H -0.12 -1.14 -1.11 0.2414
H 1.80 -0.14 -1.90 0.4943
H -0.25 -1.08 1.52 0.2718